Entry 1:
Computed, not measured: a molecular structure, H18O9 at a distorted geometry, with ωB97M-V/def2-TZVPD.

Geometry as XYZ:
```
27
H18O9 ωB97M-V/def2-TZVPD
H -0.58 -0.74 -1.63
H 0.43 -1.04 0.43
O -1.39 -0.71 -1.12
H 0.21 0.97 0.79
H -0.67 -0.07 0.04
H -0.59 1.88 -0.18
O -0.32 1.98 -1.10
O -0.14 1.79 1.14
O 1.10 -2.52 0.19
H 2.08 -0.95 1.35
H -1.90 -1.45 -1.45
H -2.07 0.92 -2.42
H 3.54 -0.90 1.75
O 1.09 0.65 -1.75
H -2.08 -0.44 2.45
H 0.51 1.07 -1.11
H 1.81 -2.98 -0.26
H 0.58 2.42 1.05
O 2.66 -0.67 2.06
H -0.24 2.92 -1.22
O -2.50 0.80 -1.57
O -0.16 -0.38 0.79
H -1.97 0.14 -1.12
O -1.20 -0.82 2.46
H 1.37 1.36 -2.33
H -0.79 -0.47 1.67
H 1.22 -2.75 1.11
```

## Properties
* energy above the lowest of the compared OMol25 structures with the same formula, charge and spin: 12.084 eV
* LUMO energy: -0.1 eV
* gap between HOMO and LUMO: 9.13 eV
* strongest force on any atom: 13.52 eV/Å
* total charge: 0
* highest occupied orbital energy: -9.2 eV
* spin multiplicity: 1
* energy: -18710.051 eV

Entry 2:
Computed, not measured: 9 unconnected molecules or ions with the total composition H18O9 at a distorted geometry, with ωB97M-V/def2-TZVPD.

Geometry as XYZ:
```
27
H18O9 ωB97M-V/def2-TZVPD
H 17.59 17.78 -6.31
H 15.64 19.50 -7.18
H 16.41 21.69 -8.05
O 18.55 15.32 -4.35
O 18.12 19.17 -9.07
H 16.47 17.02 -3.96
O 17.63 15.94 -7.05
H 19.16 18.38 -4.65
O 16.83 20.94 -7.62
H 18.15 15.38 -5.22
H 15.94 21.14 -4.98
H 17.56 19.37 -6.18
H 17.04 21.01 -3.97
H 17.26 18.94 -9.37
H 15.37 18.18 -6.42
H 18.25 14.46 -4.06
H 19.00 17.01 -4.04
H 15.26 16.96 -4.75
H 18.01 15.94 -7.91
H 18.36 18.84 -8.18
O 18.11 18.61 -6.40
O 19.41 17.88 -3.84
O 16.12 17.27 -4.80
O 15.04 18.76 -7.11
O 16.74 20.57 -4.76
H 17.39 20.44 -8.22
H 16.89 15.34 -7.11
```

## Properties
* energy above the lowest of the compared OMol25 structures with the same formula, charge and spin: 2.031 eV
* LUMO energy: 0.0 eV
* gap between HOMO and LUMO: 9.98 eV
* strongest force on any atom: 2.63 eV/Å
* total charge: 0
* SMILES: O.O.O.O.O.O.O.O.O
* highest occupied orbital energy: -10.0 eV
* spin multiplicity: 1
* energy: -18720.104 eV

Entry 3:
Computed, not measured: 9 unconnected molecules or ions with the total composition H18O9 at a distorted geometry, with ωB97M-V/def2-TZVPD.

Geometry as XYZ:
```
27
H18O9 ωB97M-V/def2-TZVPD
H 2.24 3.31 -2.04
O 0.45 0.17 -0.24
O -0.74 -4.03 1.52
H -0.67 -3.12 1.43
H -0.12 -0.55 0.10
O 1.43 -2.26 0.46
H 1.21 2.53 -1.31
O -1.41 -1.35 0.75
H -2.00 1.76 -0.11
H 0.90 2.92 1.68
O 0.45 2.07 1.67
O -1.93 1.27 -1.82
H -1.66 -4.21 1.53
H -2.39 0.92 -2.60
H -1.63 -1.03 1.64
H -1.06 2.08 0.98
O 2.04 2.39 -1.79
H 1.43 -1.03 -1.41
H 0.45 0.80 0.46
H 1.54 -1.36 0.63
H -1.05 0.91 -1.82
O 1.80 -1.31 -2.23
H -2.10 -0.91 0.21
H 2.06 -2.56 1.10
H 0.02 1.96 2.50
O -2.00 1.92 0.83
H 2.76 -1.27 -2.11
```

## Properties
* energy above the lowest of the compared OMol25 structures with the same formula, charge and spin: 2.787 eV
* LUMO energy: -0.2 eV
* gap between HOMO and LUMO: 9.86 eV
* strongest force on any atom: 2.87 eV/Å
* total charge: 0
* SMILES: O.O.O.O.O.O.O.O.O
* highest occupied orbital energy: -10.0 eV
* spin multiplicity: 1
* energy: -18719.348 eV

Entry 4:
Computed, not measured: 9 unconnected molecules or ions with the total composition H18O9 at a distorted geometry, with ωB97M-V/def2-TZVPD.

Geometry as XYZ:
```
27
H18O9 ωB97M-V/def2-TZVPD
H -0.26 -2.97 -0.39
O -1.13 1.45 -2.59
O -1.78 2.78 1.28
O -0.32 0.01 0.11
H -1.63 1.83 1.05
H -2.60 -0.03 -0.02
H 0.63 -0.10 0.05
H -1.10 2.99 1.91
H 2.16 -1.54 2.01
O -0.03 0.17 2.78
H 2.55 0.00 0.89
H -0.46 -0.39 3.41
H 1.86 0.48 -3.12
H -0.31 0.00 1.87
O 1.42 0.53 -2.23
H -1.36 0.57 -2.94
H -0.51 0.50 -0.65
H 0.22 -1.73 -1.06
H 0.62 1.01 -2.33
H 2.52 -0.28 -0.81
O 2.12 -2.43 2.37
H -0.96 1.79 -3.47
H -3.83 0.79 -0.28
O -3.33 0.31 0.45
H 2.97 -2.53 2.76
O 2.28 -0.55 0.10
O 0.25 -2.67 -1.14
```

## Properties
* energy above the lowest of the compared OMol25 structures with the same formula, charge and spin: 2.904 eV
* LUMO energy: -0.4 eV
* gap between HOMO and LUMO: 10.22 eV
* strongest force on any atom: 3.27 eV/Å
* total charge: 0
* SMILES: O.O.O.O.O.O.O.O.O
* highest occupied orbital energy: -10.6 eV
* spin multiplicity: 1
* energy: -18719.232 eV

Entry 5:
Computed, not measured: 9 unconnected molecules or ions with the total composition H18O9, with ωB97M-V/def2-TZVPD.

Geometry as XYZ:
```
27
H18O9 ωB97M-V/def2-TZVPD
H 1.06 2.71 4.09
H -0.50 0.99 -0.39
H 1.71 4.05 3.81
O 3.28 -3.73 2.90
H 3.03 -4.63 2.72
O 5.10 2.25 -5.55
H -5.60 0.27 -1.45
O -3.40 3.70 -1.59
H 5.24 -0.21 -1.29
O 4.97 0.65 -0.96
O -1.43 -3.86 4.09
H -7.07 0.05 -1.74
H -3.46 4.25 -0.81
O -6.34 -0.28 -1.22
O 0.99 3.49 3.53
H 4.92 3.15 -5.83
H -0.92 -4.61 3.78
H 5.21 0.64 -0.04
H -3.99 -3.06 -0.72
H -1.82 -3.49 3.31
O -3.25 -3.65 -0.57
H -2.50 -3.17 -0.92
O 0.22 0.37 -0.36
H 1.01 0.90 -0.48
H 4.80 2.21 -4.64
H 2.53 -3.20 2.63
H -3.78 4.22 -2.29
```

## Properties
* energy above the lowest of the compared OMol25 structures with the same formula, charge and spin: 3.108 eV
* LUMO energy: 0.3 eV
* gap between HOMO and LUMO: 11.77 eV
* strongest force on any atom: 0.31 eV/Å
* total charge: 0
* SMILES: O.O.O.O.O.O.O.O.O
* highest occupied orbital energy: -11.5 eV
* spin multiplicity: 1
* energy: -18719.028 eV

Entry 6:
Computed, not measured: 9 unconnected molecules or ions with the total composition H18O9 at a distorted geometry, with ωB97M-V/def2-TZVPD.

Geometry as XYZ:
```
27
H18O9 ωB97M-V/def2-TZVPD
H 30.70 -8.43 4.52
O 29.99 -8.94 5.01
H 27.11 -13.70 4.20
O 27.94 -14.13 7.65
H 28.66 -9.57 6.41
H 29.63 -15.48 4.11
H 27.64 -14.22 8.56
H 30.15 -9.91 4.77
O 30.16 -10.66 2.25
H 30.48 -11.36 2.83
H 29.75 -11.86 5.81
O 27.28 -12.72 4.29
H 30.03 -11.26 1.53
O 27.39 -9.96 2.78
O 29.78 -11.96 4.82
H 29.81 -11.25 8.15
H 27.58 -10.66 6.69
H 28.39 -13.28 7.59
H 30.25 -12.64 7.87
H 27.02 -12.52 5.18
H 29.63 -14.88 5.44
O 29.65 -12.05 7.56
O 27.72 -9.71 6.62
H 28.28 -10.25 2.91
H 27.41 -9.51 1.96
H 28.92 -12.33 4.58
O 29.30 -15.74 4.97
```

## Properties
* energy above the lowest of the compared OMol25 structures with the same formula, charge and spin: 2.811 eV
* LUMO energy: -0.3 eV
* gap between HOMO and LUMO: 10.07 eV
* strongest force on any atom: 4.98 eV/Å
* total charge: 0
* SMILES: O.O.O.O.O.O.O.O.O
* highest occupied orbital energy: -10.3 eV
* spin multiplicity: 1
* energy: -18719.324 eV

Entry 7:
Computed, not measured: 9 unconnected molecules or ions with the total composition H18O9 at a distorted geometry, with ωB97M-V/def2-TZVPD.

Geometry as XYZ:
```
27
H18O9 ωB97M-V/def2-TZVPD
O -0.82 -1.60 0.74
O 1.26 -2.63 -2.01
H 1.83 0.92 3.69
H -0.90 -1.46 1.66
O 0.95 0.39 0.29
H 1.58 0.56 2.24
O -2.68 0.40 0.33
H 2.21 -0.97 0.70
H -2.37 1.00 -0.36
H 0.65 0.00 -1.28
H -2.33 1.89 -2.75
H 0.88 -2.74 -2.89
H 1.38 -1.70 -1.99
H -0.41 -2.43 0.69
H -0.53 -0.58 -2.10
H 0.29 -0.34 0.40
O 0.23 0.07 -2.14
H -1.99 -0.20 0.54
O 2.41 -1.94 0.71
O -1.92 1.87 -1.84
O -0.67 2.89 0.72
H -1.07 1.35 -1.95
H -1.19 2.49 1.49
O 2.08 0.30 2.99
H -1.12 3.59 0.34
H 1.92 -2.26 1.45
H 0.35 1.15 0.32
```

## Properties
* energy above the lowest of the compared OMol25 structures with the same formula, charge and spin: 2.516 eV
* LUMO energy: 0.0 eV
* gap between HOMO and LUMO: 11.05 eV
* strongest force on any atom: 5.13 eV/Å
* total charge: 0
* SMILES: O.O.O.O.O.O.O.O.O
* highest occupied orbital energy: -11.1 eV
* spin multiplicity: 1
* energy: -18719.619 eV

Entry 8:
Computed, not measured: 9 unconnected molecules or ions with the total composition H18O9 at a distorted geometry, with ωB97M-V/def2-TZVPD.

Geometry as XYZ:
```
27
H18O9 ωB97M-V/def2-TZVPD
H -0.40 3.26 0.86
H -0.11 0.25 2.20
H 1.38 0.15 3.00
H 2.53 0.56 2.09
H 0.39 -2.80 -0.58
O -0.61 0.36 3.00
H -2.13 2.57 -2.20
H -2.55 1.22 -1.66
H 0.11 1.92 0.39
O 2.78 1.60 0.49
H 0.73 -0.54 0.16
H -1.21 0.09 -2.44
H -0.78 -1.18 -3.15
O -1.98 1.63 -2.32
H -0.67 -0.08 -0.21
O 2.25 -0.12 2.71
O 0.05 0.09 0.41
O -0.66 -0.69 -2.33
O -1.73 -3.42 -0.93
H 1.63 -3.11 0.23
H 2.27 2.39 0.28
H -1.45 0.73 2.72
H -2.58 -3.87 -0.84
H -1.96 -2.55 -1.26
H 3.13 1.31 -0.35
O 0.23 2.86 0.27
O 1.33 -2.65 -0.55
```

## Properties
* energy above the lowest of the compared OMol25 structures with the same formula, charge and spin: 0.597 eV
* LUMO energy (spin up / spin down): -3.2 / -11.1 eV
* gap between HOMO and LUMO (spin up / spin down): 11.34 / 3.48 eV
* strongest force on any atom: 2.51 eV/Å
* total charge: +1
* highest occupied orbital energy (spin up / spin down): -14.6 / -14.6 eV
* spin multiplicity: 2
* energy: -18709.409 eV

Entry 9:
Computed, not measured: 10 unconnected molecules or ions with the total composition H19O10 at a distorted geometry, with ωB97M-V/def2-TZVPD.

Geometry as XYZ:
```
29
H19O10 ωB97M-V/def2-TZVPD
H -0.70 -3.18 1.07
H 0.72 1.07 -0.22
H -0.64 1.34 -0.71
O -1.09 -0.30 4.14
H 2.24 -1.26 1.49
H -3.69 0.26 -2.62
O 1.53 -1.40 -1.99
O -0.84 -0.07 -1.60
H 0.58 3.74 -0.73
O 1.99 -0.70 0.76
H -2.68 -1.58 0.06
O 1.23 4.15 -0.16
O 0.23 1.82 -0.53
O 3.35 1.54 -0.07
H 2.41 -1.11 0.07
H 0.63 -1.32 -1.57
O -3.45 0.02 -1.82
H 1.00 3.76 0.68
H 2.45 1.14 -0.20
O -0.73 -2.71 1.98
O -1.77 -1.96 -0.19
H -1.21 -0.82 3.28
H 2.96 2.37 -0.32
H -0.94 -0.44 -2.44
H -2.81 -0.68 -1.68
H -1.24 -1.86 1.80
H -0.16 -0.20 4.47
H -1.32 -0.99 -0.75
H 1.92 -0.62 -2.17
```

## Properties
* energy above the lowest of the compared OMol25 structures with the same formula, charge and spin: 3.282 eV
* LUMO energy: 3.2 eV
* gap between HOMO and LUMO: 9.08 eV
* strongest force on any atom: 6.14 eV/Å
* total charge: -1
* highest occupied orbital energy: -5.9 eV
* spin multiplicity: 1
* energy: -20783.235 eV

Please write out number 7 again, unchanged.
Computed, not measured: 9 unconnected molecules or ions with the total composition H18O9 at a distorted geometry, with ωB97M-V/def2-TZVPD.

Geometry as XYZ:
```
27
H18O9 ωB97M-V/def2-TZVPD
O -0.82 -1.60 0.74
O 1.26 -2.63 -2.01
H 1.83 0.92 3.69
H -0.90 -1.46 1.66
O 0.95 0.39 0.29
H 1.58 0.56 2.24
O -2.68 0.40 0.33
H 2.21 -0.97 0.70
H -2.37 1.00 -0.36
H 0.65 0.00 -1.28
H -2.33 1.89 -2.75
H 0.88 -2.74 -2.89
H 1.38 -1.70 -1.99
H -0.41 -2.43 0.69
H -0.53 -0.58 -2.10
H 0.29 -0.34 0.40
O 0.23 0.07 -2.14
H -1.99 -0.20 0.54
O 2.41 -1.94 0.71
O -1.92 1.87 -1.84
O -0.67 2.89 0.72
H -1.07 1.35 -1.95
H -1.19 2.49 1.49
O 2.08 0.30 2.99
H -1.12 3.59 0.34
H 1.92 -2.26 1.45
H 0.35 1.15 0.32
```

## Properties
* energy above the lowest of the compared OMol25 structures with the same formula, charge and spin: 2.516 eV
* LUMO energy: 0.0 eV
* gap between HOMO and LUMO: 11.05 eV
* strongest force on any atom: 5.13 eV/Å
* total charge: 0
* SMILES: O.O.O.O.O.O.O.O.O
* highest occupied orbital energy: -11.1 eV
* spin multiplicity: 1
* energy: -18719.619 eV